Model one:
DFT (ωB97M-V/def2-TZVPD) results for 7 unconnected molecules or ions with the total composition C28H56O7.

The value obtained for the orbital gap is 9.8 eV. As for the HOMO energy: -9.25 eV. As for the lowest unoccupied orbital energy: 0.53 eV. Its SMILES is C1CCOC1.C1CCOC1.C1CCOC1.C1CCOC1.C1CCOC1.C1CCOC1.C1CCOC1.

```
91
Properties=species:S:1:pos:R:3:mulliken_charge:R:1
C -13.060 -22.194 1.701 0.370
C -13.266 -21.860 3.232 -0.254
C -11.897 -21.711 3.854 1.805
O -11.040 -22.049 2.799 -0.594
C -11.655 -22.673 1.616 -0.306
H -13.200 -21.314 1.074 -0.296
H -13.820 -22.881 1.331 0.335
H -13.729 -22.756 3.645 0.364
H -13.929 -21.012 3.401 -0.334
H -11.846 -22.422 4.678 -0.672
H -11.598 -20.720 4.194 -0.640
H -11.657 -23.761 1.684 0.160
H -10.991 -22.410 0.793 0.132
C -10.273 -23.834 -2.439 0.314
C -8.916 -23.712 -3.069 -0.688
C -8.378 -25.108 -2.806 -0.466
O -9.510 -25.863 -3.201 -0.484
C -10.711 -25.281 -2.778 -0.412
H -10.988 -23.126 -2.857 0.174
H -10.247 -23.689 -1.359 -0.131
H -8.338 -22.882 -2.663 0.375
H -9.042 -23.386 -4.101 0.288
H -8.014 -25.423 -1.828 0.250
H -7.578 -25.322 -3.515 0.326
H -11.055 -25.783 -1.874 0.256
H -11.527 -25.356 -3.496 0.215
C -15.369 -22.730 -1.926 -0.475
C -15.021 -21.281 -2.362 -0.520
C -13.519 -21.329 -2.297 0.053
O -13.127 -22.692 -2.580 -0.300
C -14.210 -23.637 -2.424 -0.435
H -16.329 -23.125 -2.259 0.391
H -15.401 -22.839 -0.842 0.089
H -15.509 -20.488 -1.795 0.303
H -15.231 -21.107 -3.417 0.296
H -13.270 -21.182 -1.246 -0.257
H -12.997 -20.612 -2.930 0.347
H -13.864 -24.387 -1.713 0.235
H -14.368 -23.994 -3.442 0.288
C -10.332 -17.712 2.931 -0.225
C -11.619 -17.138 2.406 0.042
C -11.850 -17.734 1.026 -0.332
O -11.032 -18.936 1.071 -0.387
C -9.844 -18.595 1.856 -0.648
H -10.378 -18.415 3.762 -0.201
H -9.747 -16.917 3.395 0.429
H -11.669 -16.057 2.273 0.472
H -12.438 -17.434 3.062 -0.146
H -11.463 -17.091 0.235 0.262
H -12.895 -17.920 0.779 0.147
H -9.225 -18.106 1.104 0.198
H -9.305 -19.504 2.123 0.387
C -16.811 -16.700 2.653 -0.736
C -17.146 -18.095 3.099 -0.426
C -15.901 -18.888 2.675 -0.218
O -15.215 -18.163 1.633 -0.246
C -15.381 -16.819 2.034 -0.444
H -16.889 -16.061 3.533 0.295
H -17.576 -16.244 2.024 0.267
H -18.012 -18.447 2.538 0.205
H -17.282 -18.203 4.175 0.333
H -16.152 -19.873 2.282 0.402
H -15.179 -19.200 3.429 -0.116
H -15.259 -16.227 1.127 0.447
H -14.627 -16.469 2.740 0.209
C -11.435 -25.148 5.767 -0.403
C -10.689 -25.546 4.530 -0.025
C -9.253 -25.825 5.019 -0.471
O -9.589 -26.478 6.249 -0.418
C -10.681 -25.776 6.951 -0.422
H -12.487 -25.418 5.857 0.419
H -11.367 -24.078 5.964 -0.087
H -10.778 -24.818 3.723 -0.048
H -11.234 -26.470 4.338 0.271
H -8.605 -24.950 5.083 0.283
H -8.793 -26.562 4.361 0.314
H -10.300 -25.015 7.631 0.248
H -11.254 -26.541 7.473 0.252
C -11.629 -19.760 8.373 -0.653
C -11.929 -19.394 6.915 0.060
C -11.930 -17.821 6.992 -0.568
O -12.531 -17.593 8.264 -0.473
C -12.143 -18.642 9.221 -0.402
H -10.574 -19.901 8.611 0.352
H -12.162 -20.672 8.641 0.267
H -12.960 -19.576 6.612 0.173
H -11.204 -19.744 6.180 0.131
H -12.349 -17.216 6.188 0.296
H -10.954 -17.337 7.036 0.298
H -13.050 -18.783 9.808 0.314
H -11.317 -18.319 9.854 0.210
```

---

Model two:
DFT (ωB97M-V/def2-TZVPD) results for a molecular structure, C28H56O7.

The value obtained for the orbital gap is 6.9 eV. As for the HOMO energy: -6.38 eV. As for the lowest unoccupied orbital energy: 0.51 eV.

```
91
Properties=species:S:1:pos:R:3:mulliken_charge:R:1
C 6.894 7.126 -8.769 -0.969
C 7.014 8.581 -8.586 -0.564
C 6.000 8.962 -7.556 -0.934
O 5.128 7.875 -7.385 0.331
C 5.442 6.874 -8.360 -0.585
H 7.484 6.688 -7.964 0.421
H 6.984 6.784 -9.800 0.565
H 6.839 9.067 -9.546 0.380
H 7.931 8.990 -8.161 0.385
H 5.472 9.841 -7.924 0.435
H 6.550 9.167 -6.637 0.397
H 4.857 6.961 -9.275 0.653
H 5.355 5.821 -8.092 -0.022
C -0.380 2.763 -6.137 -0.722
C 0.849 2.060 -6.667 -0.829
C 1.732 3.206 -7.107 -0.536
O 1.133 4.430 -6.793 0.458
C -0.311 4.224 -6.641 -0.582
H -0.523 2.668 -5.061 0.235
H -1.311 2.359 -6.534 0.474
H 0.683 1.500 -7.587 0.325
H 1.342 1.291 -6.073 0.327
H 1.796 3.223 -8.195 0.220
H 2.798 3.128 -6.895 0.429
H -0.855 4.291 -7.583 0.335
H -0.735 5.064 -6.090 0.200
C 2.782 7.537 -1.465 -0.775
C 2.665 8.702 -2.341 -0.600
C 3.279 8.158 -3.660 0.926
O 4.174 7.135 -3.159 -0.523
C 4.213 7.052 -1.729 -0.592
H 2.112 6.766 -1.845 0.259
H 2.573 7.648 -0.401 0.449
H 3.387 9.428 -1.968 0.337
H 1.629 9.024 -2.451 0.290
H 3.860 8.973 -4.092 -0.036
H 2.503 7.646 -4.228 -0.308
H 4.881 7.687 -1.147 0.246
H 4.186 6.005 -1.428 0.361
C 3.283 7.814 -6.876 0.762
C 3.010 6.833 -8.027 0.090
C 2.659 5.523 -7.162 2.867
O 2.056 6.073 -6.003 -1.167
C 2.363 7.394 -5.721 1.970
H 3.167 8.869 -7.124 -0.050
H 4.340 7.861 -6.611 -1.458
H 3.851 6.625 -8.688 0.219
H 2.213 7.156 -8.697 -1.146
H 3.454 4.790 -7.022 -0.199
H 1.949 5.014 -7.813 -2.116
H 2.854 7.363 -4.748 -0.553
H 1.422 7.902 -5.511 -1.225
C -0.595 8.870 -7.094 0.055
C -0.426 7.383 -7.035 0.774
C -0.491 7.132 -5.529 -1.852
O -0.357 8.391 -4.912 -0.540
C -0.031 9.402 -5.845 -0.562
H -1.653 9.130 -7.076 0.258
H -0.126 9.291 -7.984 -0.056
H 0.553 7.040 -7.369 -0.639
H -1.263 6.921 -7.559 0.701
H 0.316 6.545 -5.092 0.519
H -1.452 6.664 -5.314 0.732
H 1.021 9.686 -5.875 0.074
H -0.438 10.382 -5.593 0.527
C 0.544 5.972 -9.869 -0.750
C 1.185 7.266 -9.987 0.306
C 0.058 8.235 -10.123 -1.270
O -0.969 7.655 -9.225 -0.551
C -0.841 6.205 -9.238 0.524
H 1.149 5.194 -9.402 -0.037
H 0.440 5.598 -10.887 0.408
H 1.925 7.248 -10.787 0.509
H 1.625 7.375 -8.996 0.566
H -0.262 8.344 -11.160 0.374
H 0.243 9.230 -9.719 0.421
H -1.614 5.693 -9.811 0.671
H -0.821 5.881 -8.197 -0.701
C 5.694 7.155 -5.181 1.412
C 6.268 6.956 -3.808 -0.426
C 7.487 6.077 -4.030 -0.727
O 7.722 6.168 -5.435 -0.537
C 6.919 7.122 -6.061 0.467
H 5.004 7.984 -5.342 0.144
H 5.033 6.325 -5.429 0.029
H 5.525 6.536 -3.130 0.039
H 6.645 7.924 -3.479 0.360
H 7.203 5.094 -3.654 0.352
H 8.331 6.331 -3.390 0.308
H 6.742 6.771 -7.078 -0.909
H 7.379 8.097 -6.220 0.169
```

---

Relative energy of each structure, in eV: model one 0.000; model two 26.743.